Record 1
101
Properties=species:S:1:pos:R:3 method="wB97M-V/def2-TZVPD" homo_ev=-9.10 orbital_gap_ev=9.36 smiles="CC(C)=N[C@H]1COS(=O)(=O)C[C@@H]1CCF.O=C1OCCO1.O=C1OCCO1.O=C1OCCO1.O=C1OCCO1.O=C1OCCO1.O=C1OCCO1.O=C1OCCO1"
C -3.996 -0.692 0.278
C -2.635 -1.233 -0.123
C -2.567 -2.315 -1.168
N -1.535 -0.827 0.379
C -1.396 0.510 0.927
C -0.010 0.626 1.549
O 1.033 0.423 0.565
S 1.147 1.588 -0.483
O 1.368 2.840 0.189
O 2.091 1.167 -1.466
C -0.469 1.589 -1.184
C -1.624 1.578 -0.162
C -1.862 2.950 0.493
C -2.158 4.079 -0.484
F -3.473 4.527 -0.302
H -4.111 -0.737 1.360
H -4.113 0.351 -0.026
H -4.790 -1.245 -0.217
H -3.511 -2.454 -1.689
H -1.821 -2.002 -1.895
H -2.241 -3.254 -0.724
H -2.084 0.706 1.765
H 0.129 -0.161 2.286
H 0.139 1.579 2.057
H -0.502 0.663 -1.762
H -0.523 2.421 -1.884
H -2.523 1.357 -0.736
H -1.054 3.212 1.173
H -2.767 2.845 1.098
H -2.091 3.765 -1.527
H -1.508 4.938 -0.330
C -0.362 -4.134 1.627
C -0.276 -4.976 2.884
O -1.636 -4.953 3.354
C -2.446 -4.699 2.306
O -3.634 -4.768 2.327
O -1.721 -4.347 1.219
H 0.322 -4.450 0.845
H -0.223 -3.069 1.817
H 0.006 -6.006 2.679
H 0.387 -4.569 3.639
C 3.326 2.984 2.789
C 4.641 2.257 2.587
O 4.956 1.822 3.915
C 3.806 1.751 4.627
O 3.708 1.264 5.706
O 2.786 2.308 3.934
H 2.646 2.894 1.948
H 3.469 4.037 3.039
H 4.534 1.379 1.947
H 5.437 2.888 2.204
C -3.710 7.469 -0.394
C -3.908 8.973 -0.404
O -2.965 9.412 0.585
C -1.998 8.474 0.698
O -0.984 8.614 1.302
O -2.340 7.356 0.018
H -3.846 7.002 -1.364
H -4.338 6.963 0.339
H -3.642 9.417 -1.363
H -4.911 9.286 -0.129
C 0.016 11.096 -3.567
C -0.815 12.094 -2.781
O -2.149 11.745 -3.170
C -2.151 10.457 -3.581
O -3.130 9.816 -3.794
O -0.887 9.993 -3.699
H 0.919 10.777 -3.055
H 0.271 11.460 -4.563
H -0.719 11.959 -1.703
H -0.615 13.131 -3.036
C 3.671 -7.934 0.023
C 3.344 -6.709 -0.811
O 2.518 -5.951 0.083
C 2.809 -6.326 1.350
O 2.412 -5.763 2.322
O 3.600 -7.412 1.359
H 4.661 -8.339 -0.162
H 2.935 -8.729 -0.083
H 4.228 -6.116 -1.053
H 2.799 -6.934 -1.723
C -0.872 -1.993 -6.573
C -0.147 -1.564 -5.310
O -1.114 -1.858 -4.298
C -1.953 -2.818 -4.765
O -2.751 -3.396 -4.106
O -1.743 -3.018 -6.087
H -0.218 -2.396 -7.340
H -1.478 -1.191 -6.997
H 0.749 -2.156 -5.121
H 0.108 -0.508 -5.286
C 3.466 -10.635 4.308
C 4.562 -11.594 3.878
O 4.133 -11.971 2.564
C 3.328 -10.997 2.084
O 2.942 -10.927 0.961
O 3.020 -10.112 3.054
H 3.812 -9.826 4.945
H 2.632 -11.147 4.790
H 5.534 -11.105 3.800
H 4.649 -12.475 4.507

---

Record 2
83
Properties=species:S:1:pos:R:3 method="wB97M-V/def2-TZVPD" homo_ev="-9.37 / -9.37" orbital_gap_ev="5.35 / 4.20" relative_energy_kcal_mol=102.8 charge=+1 spin_multiplicity=3
Au 3.336 -0.290 -2.284
C -1.219 -0.695 1.753
C -0.863 -1.778 0.903
C 0.763 -1.572 2.534
C -0.254 -0.617 2.810
C 0.413 -2.264 1.340
C -2.409 0.173 1.636
H -2.867 0.074 0.644
H -2.123 1.234 1.742
H -3.180 -0.054 2.393
C -0.230 0.349 3.927
H -1.018 1.103 3.795
H 0.734 0.891 3.978
H -0.377 -0.151 4.902
C 2.044 -1.735 3.247
H 2.286 -2.795 3.413
H 2.039 -1.212 4.214
H 2.866 -1.309 2.640
C 1.189 -3.344 0.698
H 1.508 -4.096 1.445
H 2.061 -2.967 0.132
H 0.587 -3.856 -0.065
C -1.635 -2.282 -0.251
H -2.045 -3.289 -0.085
H -0.987 -2.310 -1.134
H -2.493 -1.651 -0.473
C -1.349 2.338 -2.171
C -2.250 1.352 -2.032
C -2.543 0.217 -3.002
C -1.483 0.102 -4.108
C -0.238 -0.466 -3.589
C 0.879 0.292 -3.527
C 1.004 1.657 -2.925
C -0.235 2.584 -3.122
H -3.538 0.378 -3.455
H -1.316 1.127 -4.571
H -2.534 -0.735 -2.443
H -0.562 2.646 -4.176
H -1.487 3.185 -1.455
H -2.894 1.372 -1.111
H 0.129 3.594 -2.924
H 1.158 1.551 -1.819
H 1.888 -0.308 -3.772
H 1.926 2.213 -3.319
H -1.854 -0.547 -4.912
H -0.150 -1.545 -3.392
P -0.317 1.776 -6.187
C -0.516 3.544 -6.598
C -1.510 1.017 -7.352
P 1.985 -0.267 -5.922
C 1.388 1.317 -6.655
C 1.183 -1.454 -7.070
C 3.681 -0.211 -6.536
H 0.354 4.117 -6.250
H -1.403 3.945 -6.083
H -0.646 3.670 -7.686
H -1.369 1.425 -8.366
H -2.536 1.260 -7.022
H -1.434 -0.079 -7.371
H 3.669 0.050 -7.600
H 4.166 -1.177 -6.363
H 4.221 0.555 -5.972
H 2.060 2.107 -6.262
H 1.445 1.241 -7.760
H 1.739 -2.404 -7.048
H 1.177 -1.048 -8.097
H 0.151 -1.675 -6.760
O 3.593 -0.152 0.045
C 2.965 0.851 0.549
N 1.764 1.305 0.126
S 1.247 2.705 0.816
O 0.070 2.485 1.644
O 1.226 3.809 -0.121
C 2.672 2.800 1.824
C 2.993 3.845 2.679
C 4.174 3.783 3.417
C 5.033 2.696 3.237
C 4.708 1.666 2.341
C 3.502 1.716 1.631
H 2.318 4.687 2.761
H 4.435 4.578 4.113
H 5.973 2.668 3.793
H 5.370 0.823 2.170

---

Record 3
97
Properties=species:S:1:pos:R:3 method="wB97M-V/def2-TZVPD" homo_ev=-8.61 orbital_gap_ev=6.88
C -4.988 2.032 3.497
C -3.491 1.481 3.640
O -2.948 0.919 2.430
N -2.049 1.720 1.735
P -2.463 3.470 1.628
O -2.092 4.302 2.808
C -2.178 1.190 0.309
N -3.444 1.677 -0.321
C -1.011 1.616 -0.639
C -1.146 0.931 -2.072
F 0.076 1.232 -2.706
F -2.114 1.539 -2.854
C -1.240 -0.635 -2.018
C -2.346 -1.108 -3.054
Si -2.420 -3.001 -3.282
C -4.205 -3.412 -3.900
C -1.260 -3.634 -4.671
C -2.119 -3.897 -1.628
C -1.000 -4.835 -1.515
C -0.772 -5.471 -0.220
C -1.662 -5.148 0.906
C -2.810 -4.235 0.768
C -3.046 -3.595 -0.523
O 0.240 1.166 -0.127
C 0.507 1.696 1.183
O 1.684 0.996 1.561
C 0.910 3.237 1.129
C 2.450 3.521 1.330
C 2.620 5.107 1.264
C 3.948 5.465 2.023
O 4.604 6.633 1.465
C 5.722 6.989 2.206
C 6.769 5.923 2.724
O 5.976 8.135 2.463
C -0.657 1.378 2.227
N -0.260 1.974 3.500
C 0.050 1.127 4.430
C -0.794 -0.069 4.965
C 1.423 1.369 5.165
H -5.648 1.588 4.288
H -5.350 1.814 2.458
H -4.977 3.156 3.592
H -2.848 2.210 4.190
H -3.602 0.613 4.352
H -1.908 4.104 0.467
H -3.883 3.570 1.462
H -2.310 0.083 0.428
H -4.226 1.600 0.336
H -3.645 0.983 -1.050
H -0.918 2.712 -0.846
H -0.268 -1.052 -2.410
H -1.369 -1.063 -0.995
H -2.074 -0.670 -4.058
H -3.376 -0.762 -2.772
H -4.625 -4.295 -3.356
H -4.872 -2.511 -3.791
H -4.139 -3.633 -5.000
H -1.394 -4.741 -4.829
H -0.185 -3.364 -4.506
H -1.576 -3.155 -5.643
H -0.363 -5.035 -2.405
H 0.088 -6.165 -0.097
H -1.472 -5.606 1.900
H -3.491 -3.992 1.615
H -3.894 -2.891 -0.698
H 1.872 1.147 2.503
H 0.375 3.857 1.908
H 0.636 3.725 0.144
H 2.757 3.239 2.378
H 3.065 3.015 0.549
H 2.637 5.474 0.208
H 1.765 5.627 1.782
H 3.789 5.658 3.115
H 4.641 4.581 1.890
H 6.851 5.050 2.010
H 7.777 6.392 2.800
H 6.461 5.480 3.709
H -0.644 0.250 2.323
H -1.706 0.282 5.522
H -0.178 -0.635 5.720
H -1.054 -0.803 4.160
H 1.770 2.434 5.042
H 2.223 0.675 4.803
H 1.303 1.232 6.279
B 3.349 -5.228 -5.024
O 4.325 -5.951 -5.859
C 4.584 -5.191 -6.923
O 5.342 -5.487 -7.805
C 3.788 -3.934 -6.833
O 3.789 -3.035 -7.628
O 3.062 -3.957 -5.715
O 2.114 -6.022 -4.844
C 1.953 -6.219 -3.543
O 1.039 -6.830 -3.049
C 3.070 -5.565 -2.802
O 3.218 -5.557 -1.608
O 3.889 -4.983 -3.670